Here is a 2-piece molecular cluster, C3H6O4 overall at a distorted geometry from the OMol25 dataset. Energies are from the ωB97M-V functional and the def2-TZVPD basis.

Values from the calculation:
HOMO level   -9.69 eV
Gap between HOMO and LUMO   10.0 eV
Multiplicity   1
E_LUMO   0.3 eV
ΔE to the lowest compared entry with this formula, charge and spin   244.9 kJ/mol

Cartesian coordinates (Å):
1 C -1.344 -1.104 0.521
2 C -0.820 -1.049 -0.725
3 O 0.489 -0.850 -1.037
4 C 1.247 0.407 -0.925
5 O 2.451 0.351 -1.002
6 O 0.532 1.419 -1.393
7 H -2.394 -0.823 0.623
8 H -0.839 -1.650 1.318
9 H -1.450 -0.942 -1.612
10 H 1.094 2.203 -1.454
11 O 0.445 1.075 1.783
12 H 1.075 0.400 2.055
13 H -0.486 0.562 1.849

=====

Here is one molecule with the formula C3H6OS at a distorted geometry from the OMol25 dataset. Energies are from the ωB97M-V functional and the def2-TZVPD basis.

Values from the calculation:
HOMO level   -9.32 eV
Gap between HOMO and LUMO   9.0 eV
Multiplicity   1
E_LUMO   -0.3 eV
ΔE to the lowest compared entry with this formula, charge and spin   131.9 kJ/mol

Cartesian coordinates (Å):
1 C -0.401 1.177 0.146
2 C 0.299 -0.064 0.417
3 O -0.432 -0.889 1.248
4 C 0.629 -0.752 -0.909
5 S -0.084 -2.030 -1.500
6 H -0.756 1.430 1.079
7 H -1.323 0.902 -0.313
8 H 0.270 2.005 -0.216
9 H 1.250 0.114 0.963
10 H -0.814 -1.596 0.603
11 H 1.362 -0.296 -1.518